Computed, not measured: a single C5H13NO molecule, with ωB97M-V/def2-TZVPD.

Values from the calculation:
Total charge: 0
E_tot in hartree: -328.2802
HOMO in eV: -8.8
Kohn-Sham gap in eV: 9.757
SMILES string: CN[C@H](C)[C@@H](C)O

Structure (XYZ):
```
20
Properties=species:S:1:pos:R:3:lowdin_charge:R:1
H 0.493 -2.364 -2.019 0.081
O -1.760 0.483 0.112 -0.045
H -1.495 -0.268 -0.450 0.082
C 0.610 0.039 0.418 -0.367
C 0.383 -0.926 1.577 -0.059
H 0.173 -0.354 2.478 0.083
H 1.579 0.528 0.544 0.136
H -0.429 -1.620 1.371 0.075
H 1.240 -1.588 1.750 0.082
H -0.601 1.536 1.426 0.134
H 1.911 -2.278 -1.051 0.074
H -0.554 2.044 -1.546 0.072
H 0.822 2.515 -0.542 0.076
C -0.246 2.264 -0.523 -0.048
H 0.616 -0.141 -1.698 0.112
H -0.828 3.134 -0.216 0.073
N 0.524 -0.668 -0.848 -0.098
H 0.328 -2.717 -0.295 0.070
C -0.522 1.082 0.439 -0.416
C 0.833 -2.079 -1.017 -0.117
```

=====

Computed, not measured: a single C4H6S2 molecule, with ωB97M-V/def2-TZVPD.

Values from the calculation:
Total charge: 0
E_tot in hartree: -952.2880
HOMO in eV: -8.5
Kohn-Sham gap in eV: 9.292
SMILES string: C1S[C@@H]2C[C@H]2S1

Structure (XYZ):
```
12
Properties=species:S:1:pos:R:3:lowdin_charge:R:1
C 1.865 -0.063 0.010 -0.074
C 0.566 0.565 0.449 -0.667
S -0.786 1.585 -0.079 0.827
C 0.536 -0.616 -0.464 -0.641
H 0.417 0.275 1.480 0.086
H -2.554 0.095 -0.872 0.024
H 0.403 -0.329 -1.493 0.081
H -2.542 0.110 0.898 0.029
H 2.487 0.312 -0.805 0.106
S -0.924 -1.513 0.062 0.818
H 2.433 -0.508 0.810 0.098
C -1.901 0.087 0.006 -0.686
```

=====

Computed, not measured: 2 unconnected molecules or ions with the total composition CH5NO5P2S, with ωB97M-V/def2-TZVPD.

Values from the calculation:
Total charge: -2
E_tot in hartree: -1553.1637
HOMO in eV: -1.4
Kohn-Sham gap in eV: 6.960

Structure (XYZ):
```
15
Properties=species:S:1:pos:R:3:lowdin_charge:R:1
H -3.030 -1.694 -0.152 0.072
N -1.507 -0.330 -0.671 -0.318
H -2.127 -1.106 1.255 0.039
C -1.992 -1.365 0.223 -0.259
P -1.122 1.199 -0.370 0.079
O 3.451 -0.827 0.761 -0.348
O 1.435 -0.882 -0.791 -0.208
S -2.062 2.261 0.999 -0.024
H 0.534 -0.641 -0.813 -0.068
H 2.169 2.026 -0.322 0.049
O 1.301 0.378 1.362 -0.356
P 2.278 -0.065 0.393 0.032
O 2.715 1.239 -0.493 -0.209
H -1.400 -2.175 0.165 0.002
O -0.642 1.981 -1.546 -0.483
```

=====

Computed, not measured: a molecular structure, C23H26As2N3O2Ti, with ωB97M-V/def2-TZVPD.

Values from the calculation:
Total charge: +1
2S+1: 3
E_tot in hartree: -6527.5939
HOMO (spin up / spin down) in eV: -9.3 / -10.6
Kohn-Sham gap (spin up / spin down) in eV: 6.100 / 6.737

Structure (XYZ):
```
57
Properties=species:S:1:pos:R:3:lowdin_charge:R:1
C -0.246 0.768 2.947 -0.271
C 1.803 1.927 -1.037 -0.392
H 2.545 -0.441 2.889 0.040
C 3.234 2.135 -1.056 -0.088
C -1.380 3.121 -0.493 -0.041
C -1.611 -2.135 2.638 -0.096
C 3.819 3.404 -0.864 -0.257
H 0.307 1.715 2.941 0.038
As 0.431 -0.372 1.485 1.181
C -2.547 2.332 -0.434 -0.250
C 5.989 2.439 -1.299 -0.060
C -2.191 -3.504 0.313 -0.101
C -3.853 2.842 -0.260 -0.004
H 5.643 4.502 -0.841 0.122
H 1.495 -1.814 3.354 0.041
Ti -0.400 0.523 -0.749 0.651
C -1.395 -2.782 -2.845 -0.267
H -2.270 -2.174 -3.096 0.030
H 2.159 4.308 -0.575 0.075
H 1.685 -3.171 -0.405 0.022
H -3.997 3.908 -0.188 0.122
C 1.103 -3.284 -1.324 -0.247
As -0.349 -1.954 -1.390 1.135
H -2.416 -4.061 -0.589 0.096
O 1.303 0.765 -1.361 -0.234
H -1.380 -1.608 3.557 0.099
H 7.053 2.567 -1.430 0.111
H 2.499 -1.907 1.873 0.024
C 5.418 1.178 -1.457 -0.084
C -0.938 -1.793 1.468 -0.416
H -3.203 -0.909 -0.703 0.100
C -2.571 -3.133 2.646 -0.055
C -3.403 0.155 -0.546 -0.129
C 4.060 1.031 -1.317 -0.027
H -0.112 0.299 3.928 0.035
H -3.093 -3.366 3.561 0.114
H -0.731 -2.814 -3.718 0.039
H -5.924 2.343 -0.061 0.116
H 3.596 0.058 -1.428 0.110
C -4.917 1.983 -0.206 -0.043
H 0.676 -4.291 -1.358 0.043
C 5.205 3.527 -0.982 0.001
N -0.273 2.413 -0.619 -0.187
H -5.505 -0.099 -0.332 0.109
H -1.306 0.980 2.760 0.037
N -2.333 0.969 -0.581 -0.066
C -4.687 0.600 -0.356 -0.043
H -3.591 -4.619 1.489 0.115
H 6.037 0.325 -1.698 0.105
O 3.116 4.507 -0.588 0.083
H -1.707 -3.805 -2.619 0.027
C -1.253 -2.477 0.282 -0.435
C 1.904 -1.248 2.513 -0.228
H -1.377 4.204 -0.444 0.140
N 0.969 2.906 -0.698 0.079
H 1.764 -3.142 -2.183 0.036
C -2.853 -3.831 1.484 -0.055
```

=====

Computed, not measured: 2 unconnected molecules or ions with the total composition C2H8FN2OP, with ωB97M-V/def2-TZVPD.

Values from the calculation:
Total charge: 0
E_tot in hartree: -706.9738
HOMO in eV: -10.0
Kohn-Sham gap in eV: 10.268

Structure (XYZ):
```
15
Properties=species:S:1:pos:R:3:lowdin_charge:R:1
C 2.543 0.755 -0.483 -0.172
H -1.250 1.075 1.154 -0.020
C -2.348 -1.138 -0.022 -0.231
P 0.112 -0.468 -0.172 0.664
O 0.606 -1.808 -0.361 -0.275
H -3.140 -0.899 -0.780 0.087
H 2.858 -0.313 -0.494 0.072
H 0.675 1.609 0.375 0.126
N -1.390 -0.105 -0.017 -0.278
H -2.787 -1.272 0.951 0.063
F -0.971 1.828 1.659 -0.135
H -1.932 -2.210 -0.234 0.097
N 1.207 0.764 -0.026 -0.220
H 3.312 1.249 0.132 0.088
H 2.504 0.932 -1.683 0.132
```

=====

Computed, not measured: a single C3H4N2S molecule, with ωB97M-V/def2-TZVPD.

Values from the calculation:
Total charge: 0
E_tot in hartree: -624.3074
HOMO in eV: -9.1
Kohn-Sham gap in eV: 9.438
SMILES string: C1=NN=CSC1

Structure (XYZ):
```
10
Properties=species:S:1:pos:R:3:lowdin_charge:R:1
H -0.812 -1.852 -0.013 0.074
H 0.990 -1.830 -1.179 0.142
N 1.118 0.349 -1.170 0.004
H -0.109 -1.186 1.409 0.094
C -0.298 1.642 0.349 -0.543
C -0.393 -0.874 0.336 -0.487
H -0.613 2.545 0.820 0.053
C 0.799 -0.757 -0.698 -0.218
S -1.517 0.504 0.439 0.914
N 0.835 1.459 -0.292 -0.034
```

=====

ΔE to the lowest compared entry with this formula, charge and spin, record by record: 1.051 2.215 0.738 1.397 1.674 3.222 eV